<A>
Molecular formula: C15H18O
Method: DFT, ωB97M-V with the def2-TZVPD basis set

## Properties
Structure (SMILES) ... CCc1ccc(O)cc1.Cc1ccccc1
Gap between HOMO and LUMO ... 9.047 eV

Last column: Mulliken charge in e.
Element x y z (Å)
C1 4.00 3.55 -1.02  -1.308
C2 3.67 1.61 0.76  -0.436
C3 3.53 2.08 -0.53  0.703
C4 3.12 0.36 1.22  -0.669
C5 2.45 -0.36 0.23  -0.134
C6 2.95 1.23 -1.58  -0.413
C7 2.39 0.05 -1.14  -0.341
H1 4.22 2.18 1.35  0.462
H2 3.08 0.09 2.26  0.381
H3 4.80 3.14 -1.63  0.373
H4 4.42 4.07 -0.11  0.273
H5 1.84 -1.27 0.56  0.202
H6 2.76 1.82 -2.58  0.196
H7 1.85 -0.62 -1.76  0.350
H8 3.43 4.04 -1.75  0.371
C8 -3.50 -0.79 2.02  -0.386
C9 -2.45 -1.16 3.11  -1.303
C10 -2.98 -0.97 0.54  0.296
C11 -1.64 -1.32 0.37  -0.468
C12 -3.86 -0.77 -0.50  -0.724
C13 -1.18 -1.75 -0.93  -0.579
C14 -3.34 -0.84 -1.76  -0.567
C15 -2.06 -1.49 -1.99  0.351
O1 -1.84 -1.80 -3.32  -0.549
H9 -4.33 -1.55 2.10  0.326
H10 -3.94 0.15 2.20  0.417
H11 -1.92 -0.22 3.42  0.273
H12 -1.01 -1.10 1.31  0.334
H13 -4.88 -0.48 -0.20  0.361
H14 -0.25 -2.29 -1.11  0.598
H15 -3.87 -0.51 -2.61  0.461
H16 -0.87 -1.74 -3.55  0.326
H17 -1.72 -1.76 2.64  0.461
H18 -2.90 -1.58 3.98  0.363

---

<B>
Molecular formula: C15H18O
Method: DFT, ωB97M-V with the def2-TZVPD basis set

## Properties
Structure (SMILES) ... CCc1ccc(O)cc1.Cc1ccccc1
Gap between HOMO and LUMO ... 9.321 eV

Last column: Mulliken charge in e.
Element x y z (Å)
C1 -3.25 -2.52 -0.72  -1.025
C2 -2.26 -2.61 -1.87  -1.063
C3 -2.71 -1.70 0.42  0.643
C4 -1.70 -2.24 1.22  -0.347
C5 -3.11 -0.39 0.65  -0.596
C6 -1.06 -1.47 2.18  -0.499
C7 -2.48 0.37 1.62  -0.336
C8 -1.38 -0.13 2.31  0.159
O1 -0.73 0.63 3.24  -0.580
H1 -4.21 -2.12 -1.06  0.370
H2 -3.52 -3.51 -0.43  0.364
H3 -2.21 -1.65 -2.38  0.299
H4 -1.46 -3.29 1.18  0.397
H5 -3.97 0.02 0.14  0.372
H6 -0.39 -1.97 2.87  0.440
H7 -2.83 1.37 1.83  0.386
H8 -0.63 1.54 2.95  0.331
H9 -2.56 -3.29 -2.68  0.379
H10 -1.28 -2.94 -1.54  0.289
C9 3.99 3.57 -0.41  -1.409
C10 2.88 0.07 -1.47  -0.453
C11 1.63 -0.01 -0.86  -0.472
C12 3.64 1.23 -1.36  -0.516
C13 3.20 2.30 -0.59  0.735
C14 1.16 1.06 -0.13  -0.094
C15 1.93 2.22 -0.02  -0.705
H11 3.21 -0.75 -2.10  0.351
H12 1.10 -0.95 -0.79  0.439
H13 4.57 1.22 -1.91  0.352
H14 0.18 1.14 0.25  0.485
H15 3.75 4.32 -1.17  0.288
H16 5.07 3.47 -0.54  0.358
H17 1.60 3.05 0.59  0.297
H18 3.84 3.98 0.58  0.360

---

Stability verdict: <B>, ahead by 242.9 kJ/mol

---

<A>
Molecular formula: C2H4N2O4
Method: DFT, ωB97M-V with the def2-TZVPD basis set

## Properties
Structure (SMILES) ... O=N[C@H](O)C(=O)NO
Gap between HOMO and LUMO ... 7.406 eV

Last column: Mulliken charge in e.
Element x y z (Å)
C1 -0.38 0.94 0.19  0.325
C2 0.80 0.20 0.59  0.333
H1 -1.88 -1.72 -0.58  0.376
H2 -2.27 1.02 -0.53  0.322
H3 1.27 0.70 1.38  0.330
H4 0.71 -1.70 0.37  0.365
N1 -1.56 0.25 -0.12  -0.160
N2 1.38 -0.13 -0.79  -0.118
O1 -1.25 -0.94 -1.00  -0.437
O2 -0.25 2.16 -0.02  -0.558
O3 0.48 -1.01 1.20  -0.503
O4 2.96 0.24 -0.68  -0.276

---

<B>
Molecular formula: C2H4N2O4
Method: DFT, ωB97M-V with the def2-TZVPD basis set

## Properties
Gap between HOMO and LUMO ... 9.267 eV

Last column: Mulliken charge in e.
Element x y z (Å)
C1 1.69 -0.23 -0.59  0.084
C2 -1.73 0.73 -0.71  0.273
N1 0.62 -0.08 0.21  0.367
N2 -0.49 -0.58 -0.25  -0.422
O1 2.72 0.41 -0.69  -0.548
O2 -2.71 0.51 -0.15  -0.388
O3 0.63 1.00 1.37  -0.466
O4 -1.22 -1.46 0.53  -0.373
H1 1.56 -1.12 -1.15  0.403
H2 -1.19 1.22 -1.45  0.386
H3 1.53 1.20 1.47  0.330
H4 -1.95 -0.89 0.88  0.354

---

Stability verdict: <B>, ahead by 297.1 kJ/mol

---

<A>
Molecular formula: C2H3IN4
Method: DFT, ωB97M-V with the def2-TZVPD basis set

## Properties
Gap between HOMO and LUMO ... 8.723 eV

Last column: Mulliken charge in e.
Element x y z (Å)
C1 0.04 1.42 0.95  -0.151
C2 -1.29 0.01 0.16  0.071
N1 -1.30 1.00 1.00  -0.530
N2 0.77 0.77 0.16  -0.740
N3 -0.03 -0.15 -0.40  0.827
N4 0.69 -0.93 -1.39  -0.774
I1 0.66 -2.92 -0.96  0.173
H1 0.64 2.05 1.56  0.362
H2 -2.12 -0.73 -0.09  0.328
H3 1.94 -0.52 -0.99  0.434

---

<B>
Molecular formula: C2H3IN4
Method: DFT, ωB97M-V with the def2-TZVPD basis set

## Properties
Gap between HOMO and LUMO ... 8.951 eV

Last column: Mulliken charge in e.
Element x y z (Å)
C1 0.49 -1.22 -0.26  0.030
C2 -0.33 1.10 -0.46  -0.581
N1 0.84 -1.91 0.78  -0.324
N2 0.66 -1.12 1.82  -0.336
N3 0.17 0.00 1.49  -0.329
N4 0.07 0.00 0.18  0.557
I1 -0.64 1.21 -2.49  0.136
H1 0.62 -1.42 -1.30  0.268
H2 0.07 2.14 -0.04  0.358
H3 -1.93 1.23 0.27  0.220

---

Stability verdict: <A>, ahead by 78.4 kJ/mol

---

<A>
Molecular formula: C4H4N2S2
Method: DFT, ωB97M-V with the def2-TZVPD basis set

## Properties
Structure (SMILES) ... S=C1NN=C[C@H]2S[C@@H]12
Gap between HOMO and LUMO ... 8.489 eV

Last column: Mulliken charge in e.
Element x y z (Å)
C1 -1.26 -0.48 0.01  0.225
C2 1.20 0.30 0.81  -0.048
C3 0.93 0.65 -0.54  -0.286
C4 -0.46 0.40 -0.95  -0.354
H1 -1.04 -1.79 1.36  0.273
H2 1.96 1.13 1.30  0.232
H3 1.43 1.50 -0.80  0.501
H4 -0.95 1.14 -1.58  0.482
N1 -0.47 -1.16 0.91  0.111
N2 0.60 -0.60 1.54  -0.680
S1 -2.82 -0.51 -0.20  -0.360
S2 0.89 -0.58 -1.86  -0.098

---

<B>
Molecular formula: C4H4N2S2
Method: DFT, ωB97M-V with the def2-TZVPD basis set

## Properties
Structure (SMILES) ... CSC1=NC(=S)C=N1
Gap between HOMO and LUMO ... 7.421 eV

Last column: Mulliken charge in e.
Element x y z (Å)
C1 2.64 -1.32 0.01  -0.780
C2 0.60 0.25 0.05  0.585
C3 -1.50 -0.06 0.08  0.178
C4 -1.19 1.40 -0.02  0.021
H1 2.01 -1.81 -0.78  0.266
H2 3.69 -1.57 -0.25  0.317
H3 2.16 -1.85 0.92  0.280
H4 -1.84 2.34 0.05  0.336
N1 -0.20 -0.73 0.27  -0.455
N2 0.09 1.53 0.08  -0.453
S1 2.40 0.38 -0.09  -0.016
S2 -2.94 -0.65 -0.10  -0.279

---

<C>
Molecular formula: C4H4N2S2
Method: DFT, ωB97M-V with the def2-TZVPD basis set

## Properties
Structure (SMILES) ... S=C1C=NN=C1CS
Gap between HOMO and LUMO ... 6.071 eV

Last column: Mulliken charge in e.
Element x y z (Å)
C1 -1.28 -0.22 0.72  -0.636
C2 0.12 -0.32 0.24  0.506
C3 2.19 0.30 -0.22  -0.408
C4 0.89 0.88 0.16  0.243
H1 -2.27 -0.94 -1.39  0.135
H2 -1.66 -1.22 1.27  0.335
H3 -1.67 0.69 1.25  0.268
H4 3.06 0.80 -0.27  0.523
N1 0.72 -1.48 -0.17  -0.416
N2 2.07 -1.05 -0.73  -0.292
S1 -2.41 0.12 -0.59  -0.205
S2 0.25 2.44 -0.26  -0.053

---

Stability verdict: <B>, ahead by 43.0 kJ/mol

---

<A>
Molecular formula: C3H4Cl2
Method: DFT, ωB97M-V with the def2-TZVPD basis set

## Properties
Structure (SMILES) ... ClC1(Cl)CC1
Gap between HOMO and LUMO ... 11.029 eV

Last column: Mulliken charge in e.
Element x y z (Å)
C1 -0.84 -0.31 0.20  -0.673
C2 0.50 0.05 0.82  -0.491
C3 0.32 0.24 -0.63  0.518
Cl1 1.32 -0.76 -1.81  -0.210
Cl2 -0.08 1.75 -1.44  -0.184
H1 -1.13 -1.34 0.16  0.232
H2 -1.62 0.32 0.05  0.324
H3 0.42 0.88 1.50  0.242
H4 1.11 -0.83 1.16  0.243

---

<B>
Molecular formula: C3H4Cl2
Method: DFT, ωB97M-V with the def2-TZVPD basis set

## Properties
Gap between HOMO and LUMO (spin up / spin down) ... 8.441 / 8.372 eV

Last column: Mulliken charge in e.
Element x y z (Å)
C1 0.04 0.42 -0.04  -0.335
C2 1.04 -0.53 0.71  -0.334
C3 -1.10 -0.37 -0.73  -0.338
Cl1 2.54 -0.80 -0.14  -0.155
Cl2 -2.54 -0.82 0.16  -0.142
H1 -0.44 1.09 0.71  0.297
H2 0.35 1.18 -0.88  0.317
H3 0.78 -1.48 1.25  0.338
H4 -0.65 -1.08 -1.49  0.351

---

Stability verdict: <A>, ahead by 234.6 kJ/mol

---

<A>
Molecular formula: C3H4Cl2
Method: DFT, ωB97M-V with the def2-TZVPD basis set

## Properties
Structure (SMILES) ... Cl/C=C/CCl
Gap between HOMO and LUMO ... 10.817 eV

Last column: Mulliken charge in e.
Element x y z (Å)
C1 1.48 0.11 0.26  -0.386
C2 0.00 0.17 0.55  -0.122
C3 -0.72 -0.91 0.25  -0.311
H1 1.78 -0.92 0.00  0.266
H2 2.04 0.41 1.15  0.285
H3 -0.46 1.04 0.98  0.335
H4 -0.35 -1.83 -0.19  0.320
Cl1 2.01 1.24 -1.03  -0.195
Cl2 -2.46 -0.94 0.54  -0.192

---

<B>
Molecular formula: C3H4Cl2
Method: DFT, ωB97M-V with the def2-TZVPD basis set

## Properties
Structure (SMILES) ... ClC1(Cl)CC1
Gap between HOMO and LUMO ... 10.282 eV

Last column: Mulliken charge in e.
Element x y z (Å)
C1 -0.22 0.26 -0.82  -0.482
C2 -0.81 -0.27 0.49  -0.522
C3 0.70 0.15 0.31  0.360
Cl1 1.95 -1.52 -0.04  -0.274
Cl2 1.52 1.36 1.14  -0.130
H1 -0.20 -0.37 -1.73  0.258
H2 -0.69 1.22 -0.93  0.249
H3 -1.26 0.52 1.01  0.283
H4 -0.99 -1.35 0.56  0.258

---

<C>
Molecular formula: C3H4Cl2
Method: DFT, ωB97M-V with the def2-TZVPD basis set

## Properties
Gap between HOMO and LUMO ... 7.729 eV

Last column: Mulliken charge in e.
Element x y z (Å)
C1 -1.01 -0.09 0.69  -0.169
C2 -0.35 0.78 -0.01  -0.921
C3 1.32 -0.18 -1.02  0.075
Cl1 2.26 -0.35 0.38  -0.064
Cl2 0.91 -1.74 -1.70  -0.088
H1 -0.93 -0.24 1.79  0.214
H2 -1.76 -0.79 0.29  0.242
H3 -0.63 1.12 -0.96  0.354
H4 0.19 1.48 0.55  0.356

---

<D>
Molecular formula: C3H4Cl2
Method: DFT, ωB97M-V with the def2-TZVPD basis set

## Properties
Gap between HOMO and LUMO ... 9.572 eV

Last column: Mulliken charge in e.
Element x y z (Å)
C1 -0.45 -0.07 -0.90  -0.467
C2 -0.54 0.57 0.55  -0.480
C3 0.70 -0.16 0.08  0.399
Cl1 1.00 -2.31 0.83  -0.308
Cl2 2.16 0.69 0.03  -0.119
H1 -1.06 -0.95 -1.01  0.243
H2 -0.36 0.54 -1.82  0.234
H3 -0.31 1.58 0.93  0.275
H4 -1.14 0.10 1.30  0.222

---

Stability verdict: <A>, ahead by 143.3 kJ/mol